1.
This record from the OMol25 dataset describes a 2-piece molecular cluster, C4H11N2O overall. The level of theory is the ωB97M-V functional and the def2-TZVPD basis.

Output
F_max (eV/A): 4.19
Highest occupied orbital energy (eV): -12.3776
Spin multiplicity: 1
Net charge: +1
Relative energy (zero: lowest compared OMol25 entry of this formula, charge and spin) (kJ/mol): 430.8

```
18
C4H11N2O (the ωB97M-V functional and the def2-TZVPD basis)
C -2.157 1.223 -0.326
C -1.601 0.063 -0.125
C 1.303 0.881 0.977
C 0.819 -0.031 -0.101
N 1.451 0.018 -1.321
N 0.695 -1.466 0.381
O -1.939 -1.226 -0.031
H -3.230 1.370 -0.390
H -1.563 2.114 -0.405
H 0.649 0.844 1.846
H 2.317 0.614 1.285
H 1.319 1.907 0.621
H 1.866 0.905 -1.560
H 1.016 -0.444 -2.106
H 0.834 -1.506 1.397
H -0.278 -1.798 0.181
H 1.372 -2.088 -0.078
H -2.873 -1.380 -0.246
```

2.
This record from the OMol25 dataset describes C4H11N2O as an isolated structure. The level of theory is the ωB97M-V functional and the def2-TZVPD basis.

Output
F_max (eV/A): 5.74
Highest occupied orbital energy (eV): -14.9869
Spin multiplicity: 1
Net charge: +1
Relative energy (zero: lowest compared OMol25 entry of this formula, charge and spin) (kJ/mol): 411.8

```
18
C4H11N2O (the ωB97M-V functional and the def2-TZVPD basis)
C -1.532 -0.337 0.652
C 0.541 1.166 1.070
C 1.427 -1.643 -0.397
C -0.313 0.244 0.186
N -1.030 1.382 -1.178
N 0.290 -0.723 -0.717
O -1.945 -1.375 0.210
H -1.949 0.188 1.568
H 0.724 0.677 2.045
H 1.570 1.534 0.765
H -0.135 1.937 1.289
H 2.410 -0.986 -0.371
H 1.313 -2.077 0.495
H 1.455 -2.275 -1.327
H -0.846 2.275 -0.868
H -2.032 1.324 -1.008
H 0.641 -0.092 -1.499
H -0.588 -1.218 -0.915
```

3.
This record from the OMol25 dataset describes a 2-piece molecular cluster, C4H11N2O overall. The level of theory is the ωB97M-V functional and the def2-TZVPD basis.

Output
F_max (eV/A): 0.97
Highest occupied orbital energy (eV): -13.4323
Spin multiplicity: 1
Net charge: +1
Relative energy (zero: lowest compared OMol25 entry of this formula, charge and spin) (kJ/mol): 250.7

```
18
C4H11N2O (the ωB97M-V functional and the def2-TZVPD basis)
O 0.514 0.015 -1.470
C -0.269 -0.916 -1.362
C 0.153 -2.222 -0.748
N -0.593 -2.363 0.502
H -1.304 -0.762 -1.698
H -0.064 -3.034 -1.449
H 1.243 -2.247 -0.660
H -0.644 -3.335 0.763
H -0.046 -1.960 1.240
C -0.586 1.590 1.937
C 0.364 2.112 -0.245
N 0.505 1.896 1.004
H -0.535 2.297 2.762
H -0.458 0.589 2.340
H -1.526 1.670 1.401
H -0.630 2.190 -0.658
H 1.243 2.334 -0.831
H 1.453 1.764 1.344
```

4.
This record from the OMol25 dataset describes an isolated ion of composition C4H11N2O2 and charge -1. The level of theory is the ωB97M-V functional and the def2-TZVPD basis.

Output
F_max (eV/A): 0.93
SMILES: [O-]CNCCNCO
Highest occupied orbital energy (eV): -2.6603
Spin multiplicity: 1
Net charge: -1
Relative energy (zero: lowest compared OMol25 entry of this formula, charge and spin) (kJ/mol): 310.9

```
19
C4H11N2O2 (the ωB97M-V functional and the def2-TZVPD basis)
O 3.355 -0.046 0.266
C 2.240 0.522 0.649
N 1.198 -0.422 1.258
C 0.383 -1.210 0.353
C -1.105 -0.825 0.524
N -1.477 0.487 -0.009
C -1.108 0.793 -1.360
O -2.213 1.382 -2.064
H 2.328 1.281 1.473
H 1.653 1.046 -0.156
H 1.732 -1.017 1.878
H 0.487 -2.289 0.523
H 0.718 -0.998 -0.663
H -1.208 -0.756 1.603
H -1.772 -1.573 0.093
H -1.072 1.178 0.615
H -0.802 -0.105 -1.907
H -0.305 1.516 -1.431
H -3.030 1.037 -1.644
```

Which of these has the lowest highest occupied orbital energy?
number 2

Look up the F_max of the second one.
5.74 eV/A

Which value of relative energy (zero: lowest compared OMol25 entry of this formula, charge and spin) does entry 3 give?
250.7 kJ/mol